(1)
A molecular structure, C22H24Cl2NOPV, computed with wB97M-V/def2-TZVPD.

Its electronic energy is -3187.99778 Eh. The calculation puts the largest force on an atom at 0.21 eV Å⁻¹. As for the gap between HOMO and LUMO (alpha / beta): 8.5 / 8.5 eV. For the relative energy (zero: lowest compared OMol25 entry of this formula, charge and spin), the calculation gives 0.087 eV. The HOMO energy (alpha / beta) comes out at -14.47 / -14.38 eV.

The geometry in ORCA input format:
```
! RIJCOSX wB97M-V def2-TZVPD def2/J DEFGRID3
* xyz 2 4
V 0.04536 -0.08177 -2.07887
Cl -2.06959 -1.49450 -2.79813
Cl 0.69558 -2.25049 -3.34272
P -0.38797 -0.41371 0.33305
O 1.89422 0.72567 -2.21455
N -1.07113 1.72253 -1.51275
C -4.57800 1.36221 -0.26258
C 1.95869 0.58329 1.40683
C -3.15232 -0.15829 0.93734
C 0.58357 0.79544 1.27746
C 2.73409 1.47785 2.12398
C 3.02475 1.22039 -2.29148
C -0.72147 -3.13079 0.63181
C 0.00002 1.91879 1.86171
C -0.36483 -1.90800 2.68432
C 2.14828 2.60164 2.69521
C 4.18623 0.55647 -1.64369
C -0.48930 -3.08938 3.39952
C -0.48595 -1.92732 1.29541
C -1.02412 -2.70998 -3.56824
C -0.84958 -4.30685 1.35109
C -2.23913 1.29011 -0.75407
C 3.26159 2.47683 -3.05293
C -0.73314 -4.28320 2.73483
C -4.40950 0.37880 0.70148
C 0.78717 2.82331 2.56374
C -2.05561 0.28972 0.20895
C -3.49108 1.82790 -0.99365
H -3.02106 -0.93585 1.67963
H -0.47138 2.29783 -0.91896
H 2.75637 3.29916 3.25550
H -0.39396 -3.07873 4.47658
H -0.16707 -0.97979 3.20502
H 3.79384 1.29966 2.25533
H -5.26025 0.02754 1.26867
H -1.36853 2.32116 -2.27883
H -1.17912 -3.66982 -3.08927
H -0.80250 -3.14307 -0.45024
H -3.62465 2.60631 -1.73566
H -1.22673 -2.73869 -4.63247
H 2.40529 -0.29909 0.96506
H -1.03092 -5.24262 0.84008
H 5.03868 0.52990 -2.32338
H 0.33105 3.69039 3.02202
H -5.55895 1.77778 -0.44820
H 3.93859 -0.44373 -1.29618
H -1.06828 2.07875 1.79120
H 3.78546 2.21702 -3.97879
H 4.48722 1.17299 -0.79141
H 3.93012 3.13552 -2.49792
H 2.33669 2.98401 -3.30650
H -0.82676 -5.20331 3.29564
*
```



(2)
8 unconnected molecules or ions with the total composition C29H81N9O8 at a distorted geometry, computed with wB97M-V/def2-TZVPD.

Its electronic energy is -2247.96081 Eh. The calculation puts the largest force on an atom at 4.65 eV Å⁻¹. As for the gap between HOMO and LUMO: 9.1 eV. For the relative energy (zero: lowest compared OMol25 entry of this formula, charge and spin), the calculation gives 4.961 eV. The HOMO energy comes out at -8.86 eV.

The geometry in ORCA input format:
```
! RIJCOSX wB97M-V def2-TZVPD def2/J DEFGRID3
* xyz 0 1
O 5.81055 -1.85828 -2.95030
O -1.20053 -0.47026 -0.41896
O -3.67190 -7.98408 -1.35212
O -3.15582 -4.00354 5.24063
O -4.95689 5.81168 -3.87375
O -6.25221 2.68548 1.80670
O 1.84535 4.17019 4.80622
O 8.80095 3.28347 -0.91865
N -5.29733 0.60827 -0.99132
N 1.52345 4.85634 7.44266
N 3.84935 -1.58182 -4.81630
N 5.34492 2.08829 -1.65783
N -4.24641 4.74467 -6.91749
N 0.93289 -0.29614 0.33446
N 0.50669 0.44230 -1.62722
N 0.49476 -3.48757 4.28986
N -1.60978 -5.47634 -1.24073
C -6.01247 0.85994 0.20795
C -6.03454 2.45805 0.44892
C 1.75863 3.47296 7.09588
C 4.85506 -2.61234 -5.04786
C 1.28795 3.20992 5.68429
C -5.57111 4.86360 -4.82528
C -4.57779 4.03785 -5.73595
C 1.48886 3.90406 3.43821
C 4.96859 -2.84199 -6.62234
C -5.41476 0.10883 1.41974
C -0.10907 -7.09397 -0.22039
C 7.86234 2.37076 -1.38980
C -5.88883 6.55012 -3.05252
C -5.98226 4.08409 2.20236
C -0.02448 -0.12850 -0.59894
C -2.61310 -7.61341 -0.42529
C -0.73531 -3.48573 5.06916
C -1.37813 -6.90271 -1.03889
C 5.68168 -2.96548 -2.05128
C -2.06726 -3.92849 4.29397
C -3.27918 -8.67918 -2.50742
C 1.09694 2.63600 8.19795
C -4.14695 -4.85125 4.70887
C 6.11384 3.40399 0.18556
C -0.73349 -2.01999 5.55084
C -3.30498 3.75094 -4.98766
C 6.41952 2.96842 -1.19890
C 9.04353 4.41012 -1.78035
C 6.20533 -2.26379 -4.29060
H -2.35415 -8.49286 0.16429
H -6.53358 4.87239 1.68979
H -3.10389 -7.02765 0.35196
H -5.02344 2.79188 0.21581
H 1.25072 -3.01458 4.76414
H -3.73767 -5.77404 4.29774
H -6.22716 0.01639 2.14054
H 0.20938 3.33368 5.58702
H 9.90569 4.99500 -1.45988
H -7.05240 0.55522 0.09047
H 0.85857 -4.42863 4.24359
H 6.65913 -1.40784 -4.79011
H -4.68476 -4.42815 3.86043
H 6.35092 3.84167 -1.84761
H -4.55315 0.68299 1.76045
H -4.08670 -9.25586 -2.95848
H -0.30932 -6.75179 0.79495
H 5.38679 4.21580 0.20706
H 1.46125 5.24367 6.51196
H 0.56961 5.08933 7.67932
H -6.10336 4.10431 -4.25234
H 1.58481 2.21865 5.34172
H -6.76418 5.90251 -3.00265
H 4.37451 -3.53758 -4.72989
H -2.59791 -5.34358 -1.07925
H 2.83170 3.28160 7.09336
H 1.32315 1.59527 7.96596
H -6.24015 4.29585 3.24003
H 5.43137 -2.56372 -1.06943
H -2.39961 -9.32056 -2.45186
H -3.13937 -7.87573 -3.23062
H 0.04453 2.86811 8.36122
H 6.90832 -3.08366 -4.43794
H -2.28859 -3.22515 3.49120
H 4.00420 -2.57880 -7.05683
H 4.91917 -3.67067 -2.38203
H 0.03396 0.65347 -2.49441
H 4.08779 -0.70126 -5.24974
H -6.78345 2.84646 -0.24128
H 0.40826 3.84942 3.30622
H 1.94854 2.96849 3.11963
H 1.89255 -0.00514 0.21409
H -4.92109 4.33183 2.17700
H -1.02341 -7.43236 -1.92306
H 1.79090 4.75756 2.83124
H -5.08345 3.10199 -5.97377
H 6.58181 -3.57071 -1.94376
H 7.96270 1.35133 -1.01724
H -0.06578 -1.84113 6.39362
H 9.14880 4.25174 -2.85363
H -4.86636 -5.00235 5.51370
H -2.64768 3.07145 -5.53022
H 7.94318 2.31309 -2.47526
H -5.18598 -0.39535 -1.01282
H -1.23215 -5.00968 -0.42850
H 5.25670 -3.87245 -6.83027
H 8.24958 5.14480 -1.64621
H 1.66303 2.68541 9.12811
H -5.32872 6.75427 -2.14000
H 0.71830 -0.69886 1.23549
H -1.75975 -1.75107 5.80104
H -4.35608 0.86722 -0.73230
H -3.89867 5.67299 -6.72411
H -1.83212 -4.86673 3.79145
H -3.49830 4.28473 -7.41638
H 3.95996 -1.50461 -3.81535
H 0.30112 -8.09931 -0.31599
H -6.26239 7.46616 -3.51013
H -0.42550 -1.36639 4.73472
H -5.00977 -0.87198 1.17052
H 5.68538 -2.19562 -7.12881
H 0.63982 -6.45046 -0.68207
H 5.77396 1.17739 -1.73712
H 7.05399 3.74356 0.62021
H 5.67958 2.62166 0.80804
H -0.58446 -4.12878 5.93625
H 1.35866 0.93186 -1.39358
H -3.58966 3.16972 -4.11060
H -2.84522 4.63675 -4.54943
H 4.95818 2.43478 -2.52413
H -6.39780 5.31768 -5.37162
*
```



(3)
A gas-phase ion, C5H5ClN (charge +1), computed with wB97M-V/def2-TZVPD.

Its electronic energy is -708.18107 Eh. The calculation puts the largest force on an atom at 0.89 eV Å⁻¹. As for the gap between HOMO and LUMO: 10.5 eV. For the relative energy (zero: lowest compared OMol25 entry of this formula, charge and spin), the calculation gives 1.322 eV. The HOMO energy comes out at -15.59 eV.

The geometry in ORCA input format:
```
! RIJCOSX wB97M-V def2-TZVPD def2/J DEFGRID3
* xyz 1 1
Cl 2.82851 -0.93286 0.05094
N 1.21111 -0.40094 0.00523
C -1.08608 -0.90722 0.03017
C 0.23543 -1.32185 0.05370
C -1.37107 0.45190 -0.02953
C 0.97418 0.91716 -0.06429
C -0.33291 1.37567 -0.07547
H -1.86874 -1.64216 0.09590
H -0.50740 2.43758 -0.09574
H 1.81132 1.59303 -0.07840
H 0.50084 -2.36207 0.12465
H -2.39518 0.79176 -0.01716
*
```



(4)
A molecular structure, C11H26ErN4O7S at a distorted geometry, computed with wB97M-V/def2-TZVPD.

Its electronic energy is -2593.26222 Eh. The calculation puts the largest force on an atom at 4.16 eV Å⁻¹. As for the gap between HOMO and LUMO (alpha / beta): 4.2 / 4.4 eV. The HOMO energy (alpha / beta) comes out at -10.71 / -10.77 eV.

The geometry in ORCA input format:
```
! RIJCOSX wB97M-V def2-TZVPD def2/J DEFGRID3
* xyz 1 4
Er 0.76280 -0.70071 0.39728
S -2.02261 1.16825 -1.29117
O -0.67529 2.31852 1.22205
O -0.92952 -2.89544 1.93745
O -1.26435 -0.06034 -0.81812
O 1.40122 -2.83169 1.09198
O 0.82895 -2.37407 -2.18969
O 1.07570 2.39973 -0.77171
O 3.03742 -1.49733 -0.21698
N -0.56981 1.00623 1.61670
N 1.34724 1.17200 -1.06975
N -0.87589 -1.53549 1.80649
N 0.99810 -1.14823 -1.98242
C -2.35214 1.53235 3.29637
C 2.94505 1.93743 -2.82450
C -3.65685 1.03691 -0.56458
C 2.21453 0.31833 1.93466
C -2.49597 0.76841 -2.96532
C 2.03959 0.92308 -2.21840
C 2.90549 -1.14428 -3.53296
C -2.62298 -1.44452 3.56061
C 1.93669 -0.43382 -2.67438
C -1.47202 0.61663 2.52268
C -1.63498 -0.82247 2.63389
H -2.04008 1.52346 4.34850
H 2.36945 -1.83637 -4.18852
H 0.01283 2.40642 0.46047
H -4.33223 1.72549 -1.08334
H -3.59829 1.31366 0.49177
H -3.22923 1.51226 -3.29039
H 1.84062 -3.45699 1.69484
H -2.36038 -2.50504 3.66960
H 2.66839 -2.29103 0.29335
H -2.59385 -0.93890 4.54126
H 2.38689 2.77539 -3.25898
H -3.98664 0.00225 -0.69180
H 3.23633 -0.06155 1.76278
H 3.57685 -1.75489 -2.91206
H -1.60126 0.82853 -3.59061
H -3.38317 1.16109 3.24813
H 1.94750 0.09461 2.97817
H -2.92011 -0.23922 -2.96535
H 2.31058 1.41154 1.87138
H 3.98771 -1.43127 -0.05732
H 0.01722 -3.11440 1.55786
H 3.51270 -0.45881 -4.12426
H 3.55795 1.49466 -3.61499
H 3.62205 2.36069 -2.07019
H -2.28018 2.54623 2.89496
H -3.64198 -1.37729 3.13455
*
```